# C35H84CrN5O27PS5

A molecular structure, C35H84CrN5O27PS5 at a distorted geometry (the ωB97M-V functional and the def2-TZVPD basis, the OMol25 dataset).

Structure (XYZ):
```
158
Properties=species:S:1:pos:R:3:lowdin_spin:R:1
Cr -1.13 0.27 1.01 2.854
P 0.05 0.99 -0.84 0.015
O -0.38 -0.54 -0.84 -0.021
O 0.69 0.99 0.66 0.010
O -1.22 1.73 -0.46 0.002
O 0.99 1.34 -1.99 0.001
C -1.23 -2.30 2.22 0.012
O -0.96 -0.93 2.33 0.075
H -2.17 -2.33 1.69 0.002
H -0.45 -2.82 1.66 0.002
H -1.45 -2.74 3.20 -0.002
O 5.33 1.08 -1.75 0.000
S 5.48 0.07 -2.78 0.000
O 6.79 -0.46 -3.06 0.000
O 4.46 -1.11 -2.47 0.000
C 3.14 -0.91 -1.88 0.000
C 2.36 -2.20 -2.08 0.000
C 4.75 0.78 -4.28 0.000
H 2.64 -0.10 -2.43 0.000
H 3.34 -0.60 -0.83 0.000
H 1.36 -2.08 -1.60 0.000
H 2.77 -3.09 -1.59 0.000
H 2.09 -2.39 -3.17 0.000
H 4.80 0.13 -5.13 0.000
H 5.01 1.77 -4.59 0.000
H 3.66 0.75 -4.12 0.000
O -2.26 5.30 -4.23 0.000
S -2.42 4.61 -2.98 0.000
O -3.33 5.02 -1.96 0.000
O -2.88 3.13 -3.29 0.000
C -2.07 2.28 -4.20 0.000
C -2.94 1.15 -4.61 0.000
C -0.78 4.30 -2.23 0.000
H -1.20 2.03 -3.62 0.000
H -1.70 2.90 -5.05 0.000
H -3.39 0.78 -3.68 0.000
H -2.45 0.39 -5.15 0.000
H -3.86 1.48 -5.24 0.000
H -0.12 3.96 -3.04 0.000
H -0.72 3.53 -1.49 0.000
H -0.48 5.28 -1.83 0.000
O 4.14 0.24 3.52 0.000
S 4.38 1.35 2.58 0.000
O 3.81 2.62 2.87 0.000
O 5.93 1.49 2.47 0.000
C 6.51 2.30 1.43 0.000
C 7.65 1.49 0.81 0.000
C 3.87 0.72 0.98 0.000
H 6.81 3.15 1.97 0.000
H 5.78 2.66 0.69 0.000
H 8.30 2.11 0.18 0.000
H 7.31 0.62 0.28 0.000
H 8.25 1.12 1.63 0.000
H 2.82 0.46 1.08 0.000
H 4.45 -0.22 0.83 0.000
H 4.17 1.45 0.24 0.000
O 5.39 -5.09 4.89 0.000
S 5.32 -3.84 4.18 0.000
O 6.16 -3.64 3.04 0.000
O 3.83 -3.59 3.65 0.000
C 3.66 -3.01 2.22 0.000
C 2.14 -3.04 2.07 0.000
C 5.63 -2.46 5.31 0.000
H 4.17 -3.67 1.53 0.000
H 4.05 -2.03 2.23 0.000
H 1.89 -2.62 1.10 0.000
H 1.46 -2.51 2.76 0.000
H 1.80 -4.06 2.11 0.000
H 5.42 -1.52 4.74 0.000
H 6.65 -2.65 5.53 0.000
H 4.89 -2.55 6.14 0.000
O -5.92 -3.55 -0.39 0.000
S -6.98 -4.43 -0.03 0.000
O -6.83 -5.82 -0.37 0.000
O -7.43 -4.28 1.47 0.000
C -6.79 -4.88 2.56 0.000
C -5.32 -4.71 2.51 0.000
C -8.41 -3.80 -0.70 0.000
H -7.14 -5.94 2.69 0.000
H -7.21 -4.38 3.44 0.000
H -4.93 -5.02 1.54 0.000
H -4.98 -5.18 3.44 0.000
H -5.07 -3.62 2.67 0.000
H -8.12 -3.67 -1.77 0.000
H -8.57 -2.78 -0.32 0.000
H -9.28 -4.28 -0.42 0.000
O -1.74 -3.51 -4.70 0.000
C -2.06 -3.04 -3.61 0.000
O -2.96 -2.03 -3.53 0.000
C -3.17 -1.58 -2.15 0.000
C -2.59 -2.72 -1.27 0.000
C -1.61 -3.34 -2.15 0.000
H -4.27 -1.39 -2.20 0.000
H -2.61 -0.67 -2.01 0.000
H -3.29 -3.46 -0.89 0.000
H -2.12 -2.35 -0.35 0.000
H -1.48 -4.40 -1.87 0.000
H -0.63 -2.86 -2.12 0.000
C 0.74 -0.82 -5.19 0.000
C 1.18 0.50 -5.81 0.000
O 1.55 0.63 -6.95 0.000
N 1.24 1.59 -4.90 0.000
C 1.77 2.85 -5.41 0.000
H -0.30 -0.69 -4.72 0.000
H 1.42 -1.08 -4.38 0.000
H 0.65 -1.63 -5.85 0.000
H 1.04 1.42 -3.90 0.000
H 2.81 2.78 -5.65 0.000
H 1.58 3.56 -4.59 0.000
H 1.27 3.12 -6.34 0.000
C 1.46 4.24 0.79 0.000
C 2.33 4.71 -0.37 0.000
O 3.02 5.73 -0.34 0.000
N 2.35 3.87 -1.47 0.000
C 3.53 3.87 -2.34 0.000
H 0.47 4.59 0.55 0.000
H 1.85 4.79 1.61 0.000
H 1.53 3.15 0.80 0.000
H 1.89 3.01 -1.30 0.000
H 3.74 2.89 -2.72 0.000
H 4.36 4.32 -1.76 0.000
H 3.24 4.53 -3.19 0.000
C -3.00 -1.32 5.23 0.000
C -1.65 -1.41 5.92 0.000
O -1.52 -1.69 7.09 0.000
N -0.55 -1.24 5.10 0.001
C 0.73 -1.41 5.76 0.000
H -3.58 -2.04 5.73 0.000
H -2.96 -1.24 4.13 0.000
H -3.48 -0.42 5.52 0.000
H -0.67 -0.85 4.15 0.001
H 0.75 -2.43 6.21 0.000
H 0.91 -0.68 6.55 0.000
H 1.59 -1.40 5.07 0.000
C 0.32 1.56 3.82 0.001
C -0.74 2.22 2.99 0.003
O -1.72 1.62 2.60 0.012
N -0.71 3.55 2.87 -0.001
C -1.75 4.21 2.03 0.000
H 0.45 0.51 3.60 0.000
H 0.02 1.67 4.85 0.000
H 1.30 1.93 3.59 0.000
H 0.11 4.02 3.06 0.000
H -1.58 4.07 0.95 0.000
H -2.11 5.17 2.40 0.000
H -2.63 3.59 2.11 0.000
C -5.42 -0.29 0.17 0.000
C -4.01 0.30 0.14 0.006
O -3.09 -0.27 0.78 0.019
N -3.90 1.44 -0.53 0.006
C -5.04 2.15 -1.14 0.000
H -6.06 0.25 -0.56 0.000
H -5.81 -0.15 1.17 0.000
H -5.34 -1.38 -0.10 0.000
H -2.95 1.90 -0.67 0.001
H -5.34 1.65 -2.07 0.000
H -4.74 3.17 -1.44 0.000
H -5.84 2.30 -0.43 0.000
```

Calculated values
* lowest unoccupied orbital energy (alpha / beta): 1.42 / 1.42 eV
* M: 1250.4 g/mol
* expectation value of S²: 3.775
* highest occupied orbital energy (alpha / beta): -0.2536 / -0.2672 Ha
* spin multiplicity: 4
* net charge: -1